This record from the Open Molecules 2025 dataset describes a 8-piece molecular cluster, C32H51Br14F2N2O5S overall. The level of theory is ωB97M-V/def2-TZVPD.

The geometry in XYZ format:
```
107
Properties=species:S:1:pos:R:3:forces:R:3:mulliken_charge:R:1
C 1.862 2.626 1.541 0.4 -0.4 0.0 -1.625
C 1.023 1.328 1.529 -0.1 0.4 0.2 -0.026
C 1.138 0.452 0.249 0.6 0.5 0.7 0.519
C 2.572 0.589 -0.304 -0.1 -0.3 0.0 -2.092
C 0.067 0.740 -0.814 -0.1 1.0 -0.7 1.204
C 0.672 0.277 -2.226 0.3 -1.7 -0.9 0.149
O 0.989 -0.937 -2.359 -0.3 0.2 1.1 -0.799
O 0.808 1.141 -3.085 -0.2 0.9 -0.1 -0.792
N -0.178 2.178 -1.022 -0.5 0.8 1.8 0.354
C -1.486 2.621 -0.988 1.2 -1.0 -0.4 -1.033
O -1.814 3.761 -1.247 -0.4 -0.4 0.4 -0.664
C -2.389 1.441 -0.516 0.0 1.7 0.1 2.560
C -3.617 1.436 -1.468 -0.3 -0.3 0.9 -1.417
C -4.585 2.622 -1.277 -0.3 -0.5 -0.4 0.455
C -5.979 2.155 -0.901 -0.4 0.7 0.0 -1.443
F -4.747 3.229 -2.542 0.1 0.1 0.0 -0.283
C -2.821 1.838 0.897 -0.2 -0.2 0.3 -0.941
C -2.196 2.803 1.674 0.3 -0.2 -1.0 -0.029
C -2.685 3.106 2.915 0.6 1.3 1.4 -0.911
N -3.720 2.553 3.541 0.6 -0.4 -1.2 -0.668
C -4.265 1.612 2.774 -1.1 -0.9 1.3 -1.897
C -3.907 1.233 1.513 0.3 -0.1 -0.9 0.465
C -1.409 0.231 -0.568 -0.2 -1.9 -2.2 1.285
C -1.806 -0.628 -1.817 -0.2 -0.8 0.8 -3.063
S -1.656 -1.002 0.751 -1.3 1.2 1.4 1.330
O -1.332 -0.498 2.041 1.2 0.0 0.1 -0.587
O -2.985 -1.511 0.676 -0.3 -0.6 -0.9 -0.721
F -0.700 -2.205 0.422 0.1 0.5 -0.2 -0.258
H 2.883 2.384 1.844 0.0 0.1 0.0 0.394
H 1.967 3.093 0.561 -0.2 0.2 0.1 0.345
H 1.495 3.357 2.264 -0.2 0.0 -0.1 0.397
H -0.010 1.591 1.758 0.0 -0.3 -0.1 -0.365
H 1.361 0.732 2.380 -0.1 -0.1 0.0 0.635
H 1.063 -0.588 0.567 -0.3 0.0 -0.2 0.411
H 2.832 -0.264 -0.925 -0.2 0.1 -0.2 0.627
H 3.298 0.585 0.510 -0.1 0.2 0.1 0.547
H 2.696 1.500 -0.890 0.1 0.0 0.0 0.144
H 0.329 2.813 -0.415 0.7 0.0 -0.7 0.388
H -4.188 0.526 -1.264 0.0 0.0 -0.2 0.950
H -3.344 1.427 -2.524 0.2 0.0 0.3 -0.459
H -4.211 3.406 -0.622 0.1 -0.1 0.1 0.355
H -6.680 2.977 -1.084 0.1 0.0 0.0 0.405
H -6.069 1.898 0.153 0.1 -0.2 -0.1 0.077
H -6.310 1.342 -1.548 0.2 -0.2 0.1 0.312
H -1.321 3.322 1.305 -0.1 0.2 0.1 0.682
H -2.173 3.893 3.467 0.0 -0.1 0.0 0.438
H -5.098 1.075 3.222 0.1 -0.1 0.1 0.942
H -4.466 0.463 1.004 0.0 -0.1 0.1 0.700
H -1.764 -0.044 -2.728 0.3 0.0 0.0 0.505
H -1.119 -1.473 -1.845 0.2 0.3 -0.5 0.741
H -2.795 -1.070 -1.692 -0.1 0.3 -0.1 0.537
Br 5.338 -2.656 2.587 0.0 0.0 0.0 -0.196
C 4.826 -3.054 0.749 0.0 -0.2 0.1 0.202
C 5.880 -2.624 -0.233 -0.1 0.2 -0.2 -0.476
Br 5.841 -0.700 -0.499 0.3 0.0 0.0 -0.129
H 3.868 -2.570 0.581 0.0 0.1 0.0 0.169
H 4.697 -4.134 0.721 0.1 0.0 0.0 -0.222
H 5.682 -3.055 -1.212 -0.1 0.0 0.0 0.409
H 6.887 -2.884 0.078 0.0 -0.1 0.1 0.212
Br 9.710 -2.002 0.644 -0.1 0.0 0.0 -0.142
C 9.323 -2.167 2.544 0.1 0.2 -0.1 -0.206
C 10.189 -3.214 3.187 -0.1 -0.2 0.1 -0.581
Br 9.576 -5.016 2.770 0.0 0.0 0.0 -0.091
H 8.261 -2.376 2.634 0.0 0.0 0.0 -0.026
H 9.534 -1.186 2.965 0.0 0.0 0.0 0.362
H 10.138 -3.142 4.271 0.0 0.1 0.0 0.343
H 11.226 -3.154 2.870 0.0 0.0 0.0 0.364
Br -4.865 8.359 -5.486 -0.1 0.1 0.0 -0.178
C -4.612 7.537 -3.736 0.1 0.0 -0.1 -0.611
C -5.044 6.097 -3.730 -0.1 0.0 0.3 -0.146
Br -6.986 5.934 -3.670 0.0 0.0 -0.1 -0.169
H -5.157 8.146 -3.022 0.0 0.0 0.0 0.429
H -3.545 7.613 -3.538 0.0 -0.1 0.0 0.383
H -4.689 5.593 -2.833 0.0 0.0 -0.1 0.006
H -4.709 5.547 -4.602 0.0 0.0 0.0 0.248
Br -2.724 3.427 -5.073 0.2 -0.1 -0.1 -0.121
C -3.228 2.136 -6.434 0.0 0.4 0.0 -0.645
C -4.357 1.268 -5.948 0.0 -0.3 -0.1 -0.543
Br -3.723 -0.042 -4.666 -0.1 -0.2 -0.2 -0.038
H -2.330 1.578 -6.681 -0.1 -0.1 0.0 0.392
H -3.541 2.718 -7.299 0.0 0.0 0.0 0.371
H -4.787 0.697 -6.770 0.0 0.0 0.0 0.351
H -5.141 1.833 -5.453 0.1 0.1 0.0 0.306
Br -6.803 2.959 2.872 -0.6 0.5 -0.1 0.028
C -8.379 3.950 2.294 0.1 -0.3 0.0 -0.585
C -8.049 4.898 1.172 -0.1 0.2 0.1 -0.125
Br -7.121 6.481 1.822 0.0 -0.1 0.0 -0.132
H -8.777 4.455 3.169 0.0 0.1 -0.1 0.407
H -9.088 3.195 1.960 0.0 0.1 -0.1 0.350
H -8.959 5.272 0.706 0.0 0.0 0.0 0.377
H -7.414 4.451 0.415 0.0 0.0 0.0 -0.144
Br 6.678 -6.468 0.898 0.0 0.2 -0.5 -0.065
C 4.989 -7.102 0.173 0.1 0.1 0.3 -0.661
C 5.111 -8.500 -0.372 -0.1 0.0 -0.2 -0.648
Br 6.009 -8.522 -2.098 0.0 0.0 0.1 -0.159
H 4.674 -6.381 -0.575 0.0 -0.1 -0.1 0.435
H 4.293 -7.079 1.012 0.0 0.0 0.0 0.352
H 4.126 -8.924 -0.557 0.0 0.0 0.0 0.410
H 5.671 -9.159 0.284 0.0 0.1 0.0 0.335
Br 7.783 -8.630 3.518 0.0 0.0 0.2 -0.151
C 6.682 -8.295 5.089 0.1 -0.3 -0.1 -0.555
C 5.275 -7.913 4.711 -0.1 0.3 0.1 -0.588
Br 5.174 -6.071 4.092 -0.1 -0.1 0.1 -0.078
H 7.186 -7.529 5.670 -0.1 0.1 0.0 0.368
H 6.687 -9.231 5.644 -0.1 0.0 0.0 0.347
H 4.621 -7.958 5.580 0.0 -0.1 0.0 0.344
H 4.867 -8.537 3.921 0.1 0.0 0.0 0.332
```
Positions in Å, forces in eV/Å.

Values from the calculation:
Charge ... -1
Kohn-Sham gap ... 6.6 eV
E_HOMO ... -5.10 eV



This record from the Open Molecules 2025 dataset describes C32H51IrN4O2P2 as an isolated structure. The level of theory is ωB97M-V/def2-TZVPD.

The geometry in XYZ format:
```
92
Properties=species:S:1:pos:R:3:forces:R:3:mulliken_charge:R:1
C -1.695 -1.513 -2.421 0.3 0.2 0.1 0.142
C 0.527 -2.234 -2.218 -0.6 -0.8 0.3 0.256
C -1.935 -2.436 -3.434 0.1 -0.3 0.0 -0.608
C 0.250 -3.357 -3.049 0.6 0.6 -0.3 -1.162
C -0.981 -3.434 -3.671 -0.4 -0.3 0.2 -0.982
H -2.881 -2.379 -3.969 0.3 -0.2 0.0 0.609
H 1.069 -4.054 -3.227 -0.4 0.1 -0.2 0.625
H -1.213 -4.268 -4.331 0.1 0.2 0.0 0.494
N -0.553 -1.558 -1.711 0.5 0.9 -0.3 1.146
P -2.317 0.094 -0.340 -2.5 -0.5 -0.1 -0.181
P 2.325 -0.617 -0.697 1.3 -0.9 0.5 -0.105
C -2.610 -0.349 -2.136 0.5 -0.3 0.3 -1.764
H -2.323 0.507 -2.769 0.1 -0.3 0.2 0.537
H -3.658 -0.575 -2.376 0.4 0.1 0.3 0.936
C 0.350 1.292 0.984 1.1 3.7 4.3 -0.074
O 0.604 2.121 1.771 -0.8 -2.5 -2.7 -0.583
C 1.817 -1.755 -1.967 0.4 -2.4 0.8 -1.527
H 2.601 -2.318 -2.487 -0.3 0.2 0.3 0.761
C 3.793 0.148 -1.745 -0.2 0.5 0.3 1.954
C 2.962 -1.260 1.019 0.1 -0.4 -0.1 2.157
C -3.144 1.774 -0.235 0.2 0.1 0.4 1.755
C -3.259 -1.315 0.522 0.0 0.0 0.1 2.235
C 3.688 1.652 -1.484 0.4 0.3 -0.1 -1.625
H 3.809 1.890 -0.417 -0.1 0.0 -0.3 0.304
H 4.491 2.158 -2.038 -0.1 0.0 0.2 0.536
H 2.731 2.062 -1.833 0.2 -0.1 0.1 0.214
C 5.168 -0.400 -1.343 0.3 -0.1 0.2 -1.802
H 5.476 -0.161 -0.321 -0.1 -0.1 -0.3 0.379
H 5.240 -1.482 -1.518 0.0 0.3 0.1 0.417
H 5.910 0.065 -2.010 -0.2 0.0 0.2 0.496
C 3.709 -0.163 -3.249 -0.2 0.0 -0.1 -1.771
H 4.479 0.425 -3.773 -0.2 -0.1 0.3 0.574
H 3.903 -1.221 -3.464 0.1 0.4 0.0 0.408
H 2.744 0.093 -3.689 0.0 -0.1 0.0 0.141
C 3.650 -0.087 1.739 -0.1 0.3 -0.2 -1.577
H 2.952 0.738 1.926 0.1 -0.1 0.0 0.106
H 4.019 -0.442 2.713 -0.2 0.0 -0.3 0.548
H 4.510 0.310 1.189 -0.2 -0.1 0.3 0.223
C 1.752 -1.721 1.848 -0.1 0.2 -0.4 -1.676
H 0.961 -0.951 1.859 0.1 -0.3 0.4 -0.168
H 1.316 -2.643 1.446 0.1 0.1 0.1 0.348
H 2.072 -1.900 2.886 -0.1 0.1 -0.3 0.673
C 3.915 -2.442 0.869 0.3 -0.2 -0.1 -1.666
H 4.850 -2.185 0.365 -0.2 -0.1 0.2 0.349
H 4.183 -2.795 1.876 -0.1 0.0 -0.3 0.502
H 3.442 -3.274 0.333 0.1 0.1 0.1 0.366
C -3.821 -0.840 1.862 0.0 0.1 0.4 -1.646
H -4.279 -1.712 2.352 0.1 0.2 -0.1 0.617
H -3.008 -0.482 2.512 -0.4 -0.1 -0.2 0.030
H -4.603 -0.077 1.757 0.2 -0.3 0.0 0.341
C -2.251 -2.443 0.794 0.1 0.0 0.0 -1.339
H -1.863 -2.880 -0.132 -0.1 0.0 0.3 0.221
H -1.419 -2.074 1.407 -0.1 -0.1 0.0 0.101
H -2.765 -3.235 1.356 0.1 0.2 -0.1 0.620
C -4.402 -1.860 -0.348 -0.1 0.1 -0.1 -1.690
H -4.957 -2.596 0.251 0.2 0.2 -0.1 0.529
H -5.113 -1.080 -0.653 0.1 -0.2 0.1 0.272
H -4.031 -2.379 -1.241 -0.1 0.0 0.2 0.351
C -2.424 2.742 -1.195 0.1 0.0 0.0 -1.570
H -2.566 2.468 -2.248 0.0 0.1 0.2 0.360
H -2.837 3.752 -1.044 0.1 -0.3 -0.1 0.647
H -1.345 2.780 -0.985 -0.2 0.1 0.0 0.153
C -3.011 2.323 1.197 -0.1 0.0 0.0 -1.430
H -1.958 2.406 1.496 -0.3 0.1 0.0 0.190
H -3.460 3.327 1.208 0.2 -0.3 0.1 0.561
H -3.534 1.700 1.930 0.2 0.3 -0.2 0.332
C -4.623 1.661 -0.634 -0.1 0.0 0.0 -1.528
H -4.748 1.288 -1.662 0.0 0.1 0.3 0.294
H -5.202 1.035 0.059 0.2 0.2 -0.3 0.315
H -5.054 2.673 -0.597 0.1 -0.3 0.0 0.518
Ir 0.002 0.013 -0.266 -1.0 -1.2 -0.9 2.544
N 0.343 0.723 -1.968 -1.2 2.6 0.7 -1.080
C 0.772 0.803 -3.074 1.8 -0.4 -4.0 0.833
C 0.802 1.809 -4.111 -0.8 0.5 0.2 0.010
C 0.551 3.155 -3.777 0.4 -1.8 1.1 -0.016
C 1.019 1.444 -5.448 -0.1 -1.1 2.0 0.099
C 0.559 4.121 -4.783 0.1 1.3 -1.9 -0.660
H 0.361 3.430 -2.733 0.1 -0.1 -0.4 0.493
C 1.031 2.429 -6.433 0.0 2.0 -1.4 -0.646
H 1.180 0.390 -5.684 0.0 0.3 0.0 0.552
C 0.815 3.771 -6.113 -0.2 0.0 0.0 -0.653
H 0.356 5.154 -4.520 0.0 0.0 -0.1 0.491
H 1.213 2.150 -7.466 0.0 0.0 0.0 0.483
H 0.813 4.529 -6.900 0.1 -0.3 0.3 0.454
N 0.212 0.699 4.828 -0.3 -0.1 -0.4 -0.433
C -0.792 -0.137 4.402 0.1 0.0 0.3 0.455
N -1.390 -0.860 5.400 0.2 0.1 -0.8 -0.475
O -1.113 -0.225 3.207 0.4 0.1 0.4 -0.451
H 0.242 0.940 5.808 0.1 0.1 -0.2 0.215
H 0.493 1.405 4.157 -0.1 -0.2 0.4 0.175
H -2.001 -1.608 5.097 0.2 0.2 0.3 0.236
H -0.914 -0.953 6.284 -0.2 -0.1 0.0 0.205
```
Positions in Å, forces in eV/Å.

Values from the calculation:
Charge ... +3
Spin multiplicity ... 6
Relative energy (zero: lowest compared OMol25 entry of this formula, charge and spin) ... 56.7 kcal/mol
Kohn-Sham gap (spin up / spin down) ... 6.0 / 3.6 eV
E_HOMO (spin up / spin down) ... -14.85 / -16.62 eV